20
Properties=species:S:1:pos:R:3:forces:R:3 method="wB97M-V/def2-TZVPD" homo_energy_ha="-0.712 / -0.706" spin_multiplicity=2 s2=0.759 total_charge=+2 gap_ha="0.3382 / 0.1648" e_lumo_ev="-10.164 / -14.726"
O 0.5704 -1.0030 -2.7790 -1.13 -1.29 -0.74
C 0.6000 -0.8368 -1.5895 2.71 4.00 2.04
O 1.7780 -0.3445 -1.1111 0.10 -1.72 -2.85
C -0.5047 -0.3825 -0.6243 -2.09 0.19 0.02
C -0.2758 0.9734 0.1069 5.68 -1.99 1.36
C -1.4654 1.7962 0.2311 -2.39 -0.84 -1.38
N -0.8553 -1.5138 0.3612 -0.46 2.30 1.14
H 2.3706 -0.3303 -1.9427 0.02 0.15 1.63
H -1.3223 -0.0577 -1.2971 -0.38 -1.41 0.35
H 0.7522 1.4335 -0.3499 -2.70 -0.46 1.15
H 0.1619 0.5118 1.1441 -0.69 1.62 -1.91
H -1.3453 2.7796 0.0274 1.53 3.39 -0.41
H -1.8842 1.8494 1.2166 -0.62 -0.71 0.53
H -2.2277 1.6979 -0.6036 0.29 -0.89 1.16
H -1.3589 -2.1714 -0.2010 -0.47 -1.38 0.13
H -1.5561 -1.1075 1.1421 1.90 -1.13 -1.97
H 0.0337 -1.8865 0.8244 -1.20 0.47 -0.38
H 2.4681 -0.0376 1.1091 -0.59 -1.12 2.00
H 2.2290 -0.8342 2.6268 -0.58 1.27 -2.93
O 1.8317 -0.5358 1.7086 1.07 -0.46 1.05

19
Properties=species:S:1:pos:R:3:forces:R:3 method="wB97M-V/def2-TZVPD" homo_energy_ha=-0.085 total_charge=-1 gap_ha=0.2107 e_lumo_ev=3.430
C 0.2406 0.9522 0.6781 1.02 1.04 -0.79
C 1.6644 0.8618 0.0148 -0.76 -0.31 2.07
S 1.9407 2.3926 -0.7735 0.55 1.34 -1.68
C -0.3665 -0.2796 1.2072 -1.83 -0.24 3.08
N -0.9693 -1.1571 0.2062 0.71 0.61 -1.19
C -0.1624 -2.2347 -0.2584 1.01 -2.90 -0.83
H -0.4950 1.2345 -0.0943 0.56 0.75 0.00
H 0.3651 1.7950 1.4017 -0.59 -0.75 -0.38
H 2.4551 0.8395 0.7785 -0.47 -0.33 0.54
H 1.8078 -0.0979 -0.4566 -0.18 -0.30 -1.11
H -1.3128 -0.0422 1.8198 1.49 0.24 -0.27
H 0.3438 -0.7404 1.9616 -0.84 -0.41 -1.15
H -1.1937 -0.6018 -0.6352 0.15 0.10 0.84
H -0.8611 -3.1636 -0.3033 1.57 0.97 0.03
H 0.3438 -2.1582 -1.2818 -0.87 0.31 1.10
H 0.7131 -2.4191 0.4274 -1.10 -0.07 -0.45
H -2.6150 -1.9592 -0.1661 3.23 1.78 0.87
H -4.0949 -1.4253 -0.2888 0.22 0.91 0.08
O -3.4975 -2.1551 -0.2602 -3.90 -2.73 -0.73

19
Properties=species:S:1:pos:R:3:forces:R:3 method="wB97M-V/def2-TZVPD" homo_energy_ha=-0.532 total_charge=+1 gap_ha=0.3881 e_lumo_ev=-3.918
C 2.8406 1.1559 -0.0432 1.70 -3.67 3.29
C -2.2561 0.9225 1.0153 1.57 -0.30 1.75
C 1.5971 0.3426 0.2337 -2.32 0.19 1.96
C -0.4332 -1.5126 -0.8255 0.12 1.58 -0.96
N -1.1676 -1.9014 -1.8527 1.63 0.78 0.26
O -0.8458 -1.8440 0.3266 0.36 0.25 3.35
S 0.9129 -0.5015 -1.2023 0.55 -0.52 -1.52
H 3.0457 1.6379 0.9773 0.16 -0.68 -1.59
H 3.6465 0.4009 -0.3347 -0.61 1.60 0.34
H 2.6616 1.8824 -0.7207 -0.31 2.24 -2.38
H -2.3985 -0.1116 1.1779 -0.61 -0.96 0.44
H -1.2248 1.0746 0.8231 1.02 0.26 -0.96
H -2.8947 1.3070 0.3278 -1.59 0.95 -2.45
H 0.8022 1.0787 0.4388 0.25 -0.28 0.36
H 1.6524 -0.3422 1.1277 0.34 0.58 -1.01
H -2.3734 1.5198 1.8820 -0.54 0.15 1.28
H -1.9830 -2.4184 -1.7873 -1.70 -1.40 0.86
H -1.1437 -1.3624 -2.6765 0.59 0.50 -1.17
H -0.4383 -1.3282 1.1127 -0.61 -1.25 -1.84

19
Properties=species:S:1:pos:R:3:forces:R:3 method="wB97M-V/def2-TZVPD" smiles=[NH3+][C@H](CO)CCS homo_energy_ha=-0.466 total_charge=+1 gap_ha=0.3388 e_lumo_ev=-3.461
C -0.8195 0.7308 0.9577 2.54 -1.35 0.02
O -1.3448 0.3989 2.2202 0.19 0.17 -0.71
C -0.1207 -0.5150 0.3700 1.98 0.17 0.02
C 0.2448 -0.4147 -1.1421 2.00 -0.66 0.77
C 1.1662 0.8435 -1.5450 -0.83 -1.66 0.56
S 2.5510 1.0496 -0.3625 -0.36 -1.52 0.33
N -0.9686 -1.7800 0.5878 0.03 0.94 -1.87
H -0.0955 1.6043 0.9903 -0.64 -1.19 -0.09
H -1.5218 0.8927 0.2129 -2.20 1.10 -1.13
H -1.5375 1.2713 2.5439 -0.58 0.32 1.19
H 0.7924 -0.7586 0.9317 -0.18 0.38 -0.14
H -0.6274 -0.6394 -1.7837 0.43 0.70 0.04
H 0.9556 -1.2547 -1.2370 -0.48 -0.11 -0.41
H 0.5016 1.6481 -1.4107 -0.43 1.50 -0.51
H 1.5482 0.7008 -2.5665 -0.43 0.22 0.41
H 2.9181 2.2771 -0.6149 -0.02 0.92 -0.46
H -0.8349 -2.5588 -0.0968 0.44 0.70 0.81
H -0.9235 -2.0656 1.5390 0.04 -0.55 1.07
H -1.8836 -1.4301 0.4058 -1.50 -0.09 0.11

19
Properties=species:S:1:pos:R:3:forces:R:3 method="wB97M-V/def2-TZVPD" homo_energy_ha="-0.341 / -0.548" spin_multiplicity=3 s2=2.006 total_charge=+1 gap_ha="0.2325 / 0.2730" e_lumo_ev="-2.954 / -7.482"
C -1.3570 1.4105 0.5919 1.22 -1.89 1.37
C 1.3324 0.5378 0.0976 3.30 -0.25 -0.82
C -0.8327 1.0160 -0.8224 -1.15 0.78 -0.57
C -0.0860 -1.3889 -0.0913 -2.67 2.51 3.52
N 0.2768 -0.0606 -0.6976 -1.43 0.19 -0.66
O 0.0307 -1.2568 1.3740 -0.58 -0.73 -1.27
S 1.1160 -2.5775 -1.0164 2.67 -3.26 -2.82
H -1.1553 0.6274 1.4419 -0.26 1.15 -1.99
H -0.8678 2.2901 0.9723 -0.03 0.57 -0.10
H -2.4169 1.5182 0.6235 -0.73 0.40 -0.37
H 1.0033 0.9776 1.0141 -0.49 0.02 0.30
H 2.0620 -0.3265 0.3894 -0.83 2.05 -0.76
H 1.7172 1.3588 -0.5896 0.28 -1.13 1.21
H -0.4782 2.0001 -1.4040 -0.26 -2.50 1.17
H -1.6755 0.5653 -1.4146 1.01 0.32 0.45
H -1.0355 -1.7758 -0.5375 0.32 0.54 0.82
H 0.6756 -0.2870 -1.6989 -0.79 0.36 1.75
H -0.4796 -1.8642 1.9849 0.51 0.65 -1.77
H 2.1706 -2.7645 -0.2174 -0.09 0.22 0.55

20
Properties=species:S:1:pos:R:3:forces:R:3 method="wB97M-V/def2-TZVPD" homo_energy_ha="-0.466 / -0.428" total_charge=+1 gap_ha="0.3087 / 0.2819" e_lumo_ev="-4.267 / -3.975"
C -0.6455 -1.3302 0.0228 -0.01 -2.24 0.51
C -2.0073 -0.9824 0.6262 -1.21 -0.54 1.46
C 1.5825 -0.1168 -0.1472 1.01 -1.47 0.96
C -0.3779 0.9089 -0.9683 -0.58 0.68 -0.44
N 0.1602 -0.0732 -0.0141 -1.04 0.93 2.84
O -1.6766 -0.3632 1.8926 -0.48 1.22 -1.22
Se 2.6099 1.2088 0.5666 -0.26 1.37 0.84
Se -0.4179 2.7129 -0.1938 -0.45 0.46 -1.51
H -0.7658 -1.8587 -0.9299 0.39 0.66 -0.22
H -0.1369 -2.1241 0.7093 -0.63 1.76 -1.04
H -2.6856 -0.1952 0.1421 1.20 -1.41 0.14
H -2.6033 -1.9655 0.8225 0.95 1.79 -0.65
H 2.0461 -0.6452 -0.9469 -0.51 -0.43 -0.65
H 2.7142 -1.8080 0.9818 -0.49 0.16 -0.25
H 0.3245 1.0677 -1.7310 1.28 -0.02 -1.03
H -1.1837 0.4386 -1.5142 -0.98 0.51 0.45
H -0.1574 0.3712 0.9933 1.04 -1.57 -2.08
H -1.4939 -1.0119 2.5448 0.21 -1.04 1.03
H 3.7008 0.7400 -0.2089 1.07 -0.31 -0.43
H -0.6403 2.3035 1.1394 -0.50 -0.51 1.28

ΔE to the lowest compared entry with this formula, charge and spin values (in eV) by entry order: 3.620; 1.877; 1.198; 1.087; 2.668; 4.081.